53
Properties=species:S:1:pos:R:3:forces:R:3 method="wB97M-V/def2-TZVPD" lumo_energy_ev=-0.543 e_tot_ev=-181713.8299 homo_lumo_gap_ev=9.6 max_force_ev_per_a=9.97
C -1.42447 -2.86166 3.99371 -0.241 0.837 -0.101
C -0.63875 -1.48925 3.44994 0.821 -0.338 1.181
C -0.40412 -1.48815 1.82043 1.201 -1.241 -0.197
C -1.10376 -0.21934 1.03300 -0.554 -0.263 2.121
C -0.51938 1.19525 1.61149 -0.296 1.360 -0.540
C 0.62166 1.92185 0.69232 0.587 0.403 0.687
C 1.65755 0.91174 -0.07580 0.805 1.587 -0.452
C 3.13650 1.66946 -0.26642 -0.609 -1.185 -0.721
N 2.90729 2.95131 -1.06001 2.824 0.023 -0.659
C 4.08624 3.26502 -1.96839 5.440 -0.451 0.048
C 3.84750 4.20654 -3.32561 -0.652 0.358 0.769
O 5.35620 2.87742 -1.75437 -7.837 1.704 -0.965
O -2.47356 -0.23552 1.64718 -0.762 -2.285 -2.082
S -3.42082 -1.45342 0.85961 -6.375 -1.202 2.743
O -4.94869 -1.10432 1.02922 6.375 0.078 -1.533
O -3.38221 -2.89668 1.41561 2.262 4.622 -2.518
O -2.75988 -1.13047 -0.69843 -0.090 0.094 3.696
C -1.47186 -0.37018 -0.56941 -0.111 -0.614 -1.466
C -1.86490 0.99982 -1.42477 0.532 1.413 -0.236
C -2.97757 1.95133 -0.66441 -7.351 -3.087 1.898
O -4.23121 1.53793 -0.32789 9.197 2.810 -2.620
Br -2.60381 3.90013 -0.18925 0.034 -1.837 -0.654
C -0.44454 -1.44436 -1.33671 -0.469 -1.014 0.712
Br -0.01949 -0.89378 -3.23392 -0.153 -0.171 1.210
C -1.11973 -2.96471 -1.46642 1.614 -0.480 -0.697
C 0.11472 -3.95725 -1.96971 -0.575 -0.458 -0.109
H -1.18431 -3.73341 3.24996 -0.501 1.556 1.615
H -1.10804 -3.13791 5.10792 -0.525 0.644 -2.557
H -2.57712 -2.65830 3.99612 2.203 -0.575 -0.121
H 0.43256 -1.54246 3.97377 -2.206 0.258 -1.318
H -1.13047 -0.49688 3.86688 0.806 -2.210 -1.050
H 0.77868 -1.53995 1.66574 -2.614 0.390 0.058
H -0.79571 -2.54983 1.44000 0.630 2.529 0.571
H -0.09361 1.14405 2.71197 -1.027 -0.575 -2.360
H -1.44808 1.94060 1.67189 1.954 -1.683 -0.114
H 1.28316 2.58174 1.43527 -1.490 -1.369 -1.479
H 0.11805 2.70479 -0.04102 1.173 -1.854 1.381
H 1.24802 0.77054 -1.17165 0.923 -0.172 2.217
H 1.89398 -0.08633 0.48694 -0.787 1.862 -1.065
H 3.75996 0.95078 -0.98742 -1.089 1.679 1.935
H 3.67486 1.86192 0.75552 -0.977 -0.530 -1.958
H 2.83120 3.78183 -0.42862 -0.159 -0.882 -0.770
H 2.82497 4.78381 -3.23207 1.990 -1.217 -0.149
H 4.71213 5.01211 -3.42103 -1.742 -2.017 0.321
H 3.79244 3.55929 -4.30481 0.247 1.076 2.148
H -0.92291 1.67865 -1.66388 -1.925 -1.574 0.707
H -2.33921 0.74889 -2.49098 0.918 0.173 2.616
H 0.58243 -1.56607 -0.79004 -2.077 0.547 -1.077
H -1.49008 -3.39584 -0.44394 0.439 1.213 -1.989
H -1.93158 -3.01389 -2.32308 1.486 0.365 2.194
H 0.01081 -4.99597 -1.43149 0.238 2.031 -1.030
H -0.02127 -4.15663 -3.12218 0.607 0.492 2.333
H 1.18021 -3.52421 -1.73076 -2.110 -0.824 -0.575


51
Properties=species:S:1:pos:R:3:forces:R:3 method="wB97M-V/def2-TZVPD" total_charge=+2 lumo_energy_ev="-5.213 / -4.938" e_tot_ev=-59883.2871 e_above_lowest_kcal_mol=16.3 homo_lumo_gap_ev="9.4 / 9.3" max_force_ev_per_a=0.91 spin_multiplicity=2
Mn -0.57571 -0.35007 0.36343 0.786 0.453 0.009
C -0.81546 1.06565 -2.35363 0.125 -0.001 -0.078
C 0.56029 0.43353 -2.30184 -0.060 0.070 -0.082
N 0.47738 -0.87851 -1.63854 -0.551 0.302 0.611
C 1.79794 -1.48245 -1.41546 0.064 -0.091 0.116
C 2.40773 -0.95667 -0.14108 0.078 -0.025 -0.049
C 3.71206 -1.21478 0.23937 -0.015 0.045 -0.029
C 4.18717 -0.62947 1.40474 0.003 0.012 0.006
C 3.37047 0.22874 2.12495 -0.021 0.044 -0.039
C 2.07723 0.43709 1.67714 0.168 0.013 0.022
C 1.12306 1.39267 2.34357 0.038 -0.084 0.099
N -0.08626 1.56452 1.53068 -0.260 -0.644 -0.459
C 0.03782 2.59901 0.49590 -0.090 0.067 -0.106
C -1.19680 2.56722 -0.38512 0.158 0.060 0.121
N -1.41599 1.24613 -1.01380 0.071 -0.701 0.362
N 1.60933 -0.18118 0.59380 -0.824 -0.270 0.287
H -1.47586 0.40318 -2.91616 -0.034 0.054 -0.054
H -0.75670 2.01555 -2.89067 -0.074 -0.001 -0.010
H 1.25534 1.05400 -1.73700 0.037 -0.017 -0.028
H 0.94179 0.34331 -3.32333 0.074 -0.007 0.020
H -0.06311 -1.49888 -2.23132 -0.081 -0.053 0.037
H 2.47439 -1.26241 -2.24716 -0.007 -0.076 -0.031
H 1.69481 -2.56675 -1.35876 -0.045 -0.005 -0.004
H 4.34470 -1.85340 -0.36233 0.000 0.020 -0.017
H 5.20027 -0.81821 1.73416 -0.005 -0.007 -0.004
H 3.72978 0.73146 3.01293 0.012 0.010 -0.017
H 1.63482 2.34707 2.49933 -0.038 0.015 0.080
H 0.84357 1.00465 3.32387 -0.052 0.008 -0.007
H -0.85442 1.80388 2.14768 -0.075 -0.041 0.005
H 0.93941 2.39724 -0.08302 0.023 0.011 0.034
H 0.13566 3.59871 0.92920 0.068 -0.005 0.020
H -1.13235 3.35539 -1.13886 -0.060 -0.002 -0.012
H -2.06564 2.77217 0.24273 -0.047 0.056 -0.054
H -2.41617 1.15664 -1.14068 -0.069 -0.089 0.063
O -1.36246 -1.14172 2.30242 0.469 0.387 -0.256
C -1.94423 -2.07756 1.72662 -0.153 -0.191 -0.377
O -1.90464 -2.24426 0.47089 0.179 0.436 -0.145
C -2.75806 -3.08711 2.54834 0.300 0.363 0.198
N -3.20999 -4.17103 1.60649 0.097 0.182 -0.208
C -2.36681 -5.37617 1.89561 0.226 -0.313 0.276
C -2.16399 -5.29312 3.40072 -0.028 0.136 -0.038
C -1.93623 -3.79411 3.64568 -0.017 -0.115 -0.009
H -3.62314 -2.56575 2.95458 -0.071 -0.065 -0.056
H -3.03495 -3.78635 0.66209 -0.117 -0.135 0.001
H -4.19629 -4.39149 1.72347 -0.054 0.060 -0.026
H -1.42384 -5.25547 1.36414 -0.052 0.068 -0.070
H -2.86092 -6.28118 1.55282 -0.064 0.066 -0.078
H -1.32353 -5.89896 3.72948 -0.018 -0.032 -0.010
H -3.05566 -5.64454 3.92233 0.004 -0.009 0.004
H -0.88286 -3.53605 3.54343 -0.004 0.003 -0.012
H -2.25434 -3.48662 4.63767 0.004 0.032 -0.009


49
Properties=species:S:1:pos:R:3:forces:R:3 method="wB97M-V/def2-TZVPD" lumo_energy_ev=0.604 e_tot_ev=-27645.6904 e_above_lowest_kcal_mol=0.1 homo_lumo_gap_ev=9.4 max_force_ev_per_a=0.48
C 5.93839 1.70915 -4.00762 -0.224 0.097 0.053
C 4.42170 1.56213 -3.97998 0.207 -0.283 -0.065
C 3.98791 0.16482 -4.41827 -0.252 0.253 -0.037
C 2.47267 0.00859 -4.56046 0.094 -0.024 0.183
C 1.67397 0.25258 -3.27906 0.132 -0.215 -0.081
C 2.04041 -0.71446 -2.15742 0.295 -0.045 -0.313
N 1.13496 -0.53467 -1.05267 -0.357 0.243 0.103
C 1.18138 -1.15681 0.11103 -0.116 0.104 0.012
C 2.29008 -2.13613 0.29764 0.073 -0.170 0.157
C 0.21346 -0.88092 1.09952 0.018 0.036 -0.152
C 0.23246 -1.54021 2.38947 -0.077 0.057 0.001
O 1.03029 -2.36454 2.80063 0.082 -0.153 0.204
N -0.79763 -1.17182 3.24494 0.076 -0.268 0.389
C -1.80823 -0.27399 3.03208 0.246 -0.104 -0.059
O -2.65049 -0.04121 3.86639 -0.234 0.035 0.197
N -1.77280 0.33872 1.79967 -0.163 0.252 0.004
C -2.83693 1.29128 1.50606 -0.337 0.102 -0.097
C -4.02752 0.59457 0.84913 0.069 0.232 -0.112
C -5.12774 1.57372 0.44410 0.017 -0.173 0.175
C -5.80396 2.23898 1.63711 0.048 -0.018 -0.235
C -0.83409 0.07942 0.81740 0.219 -0.130 -0.015
O -0.94195 0.69142 -0.25050 -0.111 0.090 -0.083
H 6.23245 2.70555 -3.68665 0.121 0.068 0.022
H 6.40501 0.98382 -3.34424 0.101 -0.063 0.056
H 6.32046 1.54626 -5.01296 0.087 -0.018 -0.092
H 4.06520 1.76420 -2.96850 -0.096 0.080 0.024
H 3.97365 2.30276 -4.64599 -0.098 0.058 0.034
H 4.37603 -0.57406 -3.71452 0.098 -0.079 0.003
H 4.43968 -0.04988 -5.38976 0.075 -0.071 0.016
H 2.11900 0.70918 -5.31973 -0.032 -0.041 -0.068
H 2.25983 -1.00089 -4.92094 -0.080 0.001 -0.075
H 1.82289 1.27670 -2.93553 -0.070 0.067 0.057
H 0.61245 0.13258 -3.50692 -0.050 0.056 0.046
H 1.98275 -1.74658 -2.52751 0.077 0.078 0.011
H 3.06851 -0.53633 -1.82415 -0.041 -0.079 -0.064
H 0.35311 0.12962 -1.15376 0.148 -0.168 0.107
H 2.25164 -2.88523 -0.49231 0.026 -0.015 -0.111
H 2.22550 -2.62302 1.26344 0.034 0.045 -0.131
H 3.24670 -1.61999 0.22091 0.078 0.043 -0.064
H -0.79517 -1.63144 4.14860 -0.019 0.105 -0.185
H -2.42649 2.04909 0.83633 -0.061 -0.061 0.137
H -3.13025 1.73998 2.45506 0.076 0.007 -0.129
H -3.67044 0.07037 -0.04051 0.027 -0.052 0.043
H -4.43063 -0.14416 1.54514 0.002 -0.067 0.008
H -5.87944 1.02542 -0.12826 0.026 0.058 -0.080
H -4.70536 2.33803 -0.21193 -0.023 0.000 -0.111
H -6.16299 1.48785 2.33659 -0.059 -0.053 0.128
H -5.11585 2.89526 2.16266 0.025 0.094 0.130
H -6.65211 2.83379 1.30543 -0.078 0.088 0.060


68
Properties=species:S:1:pos:R:3:forces:R:3 method="wB97M-V/def2-TZVPD" total_charge=-1 lumo_energy_ev=1.984 e_tot_ev=-213137.5999 e_above_lowest_kcal_mol=0.0 homo_lumo_gap_ev=9.6 max_force_ev_per_a=1.59
C 0.07305 -5.16405 -1.09441 0.327 0.030 0.326
C 0.78381 -3.89793 -0.64620 0.121 -0.105 -0.394
O 0.08984 -2.72929 -1.03076 -0.345 0.206 0.055
C -0.86404 -2.26602 -0.09147 0.595 -0.571 -0.355
C -0.37398 -1.10860 0.81134 -0.793 -0.509 0.256
C -1.37914 -1.21564 2.03055 0.617 -0.131 0.384
F -2.65019 -1.54401 1.55942 -0.049 -0.013 -0.102
C -0.99847 -2.26887 3.07162 -0.788 0.084 0.398
C -0.14573 -1.75196 4.22998 0.856 -0.399 -0.498
O 0.85810 -1.55938 1.43031 0.267 0.523 -0.579
S 2.43629 -1.20419 1.25162 0.157 0.193 0.200
O 2.88699 -0.82766 2.56064 0.073 0.026 0.063
O 2.38889 0.26173 0.42537 -0.457 -0.842 0.005
C 2.00206 0.14836 -0.93002 0.170 0.138 0.298
O 2.18418 -1.18727 -1.28002 0.182 -0.144 0.142
O 2.81843 0.93720 -1.70586 -0.223 -0.137 0.084
C 4.21479 0.69782 -1.59871 0.788 0.324 -0.395
C 4.94817 1.97521 -1.24447 0.198 -0.506 0.275
C 0.51261 0.65618 -1.09197 0.315 0.275 -0.700
C 0.02905 0.03823 -2.45661 -0.932 -0.113 0.315
C -0.62799 0.82961 -3.59051 0.155 0.199 0.253
O -0.06907 0.95278 -4.62291 0.374 -0.045 -0.819
Br -2.41727 1.53327 -3.47513 -0.114 -0.131 0.292
P 0.73604 2.51427 -1.27959 0.758 0.557 1.276
O 1.63053 3.14409 -0.28735 -0.046 -0.040 -0.131
O 1.23423 2.78886 -2.76166 -0.471 -0.284 -0.520
O -0.72379 3.13049 -1.18668 -0.049 -0.220 -0.432
C -0.42997 0.33105 0.17219 0.137 0.317 -0.009
C -1.87976 0.52727 -0.28985 -0.243 0.030 0.033
C -0.30846 1.38836 1.30342 -0.372 -0.413 0.643
O 0.64821 1.02634 2.31530 0.280 0.440 -0.114
N 0.43609 1.85646 3.43120 -0.081 0.144 -0.328
O 1.41707 2.00026 4.04204 0.050 -0.250 0.211
H -0.80677 -5.36553 -0.48732 -0.205 0.003 -0.128
H -0.18048 -5.09512 -2.14815 -0.168 0.001 -0.067
H 0.76537 -5.99652 -0.96344 -0.048 -0.156 0.000
H 0.97520 -3.91177 0.42706 -0.015 0.044 0.109
H 1.74937 -3.85478 -1.15169 0.106 0.127 0.055
H -1.12353 -3.10971 0.54652 -0.101 0.059 0.225
H -1.77018 -2.00969 -0.62438 -0.053 0.188 -0.018
H -1.46778 -0.28901 2.58459 -0.137 0.232 -0.212
H -0.60233 -3.18013 2.63074 0.200 0.008 -0.078
H -1.96699 -2.54792 3.49113 -0.120 -0.039 -0.063
H 0.90094 -1.99936 4.05771 0.088 0.084 0.007
H -0.16554 -0.67019 4.30358 -0.255 0.116 0.201
H -0.41805 -2.21688 5.17300 -0.213 0.104 0.104
H 2.33618 -1.25426 -2.22484 -0.077 0.052 -0.111
H 4.48351 -0.07473 -0.88243 -0.387 -0.114 0.158
H 4.57335 0.35642 -2.57282 -0.168 -0.090 -0.116
H 4.67631 2.79069 -1.90565 -0.087 0.141 0.039
H 4.78078 2.22261 -0.19982 -0.238 0.296 -0.024
H 6.01359 1.76498 -1.35045 0.108 0.132 -0.091
H 0.85255 -0.41237 -2.98918 0.230 0.127 -0.022
H -0.65663 -0.78230 -2.25660 0.025 -0.073 0.134
H 1.69676 3.63390 -2.78727 0.138 0.001 0.018
H -0.68076 4.05288 -0.90319 -0.223 0.037 0.143
H -2.03935 1.54084 -0.61825 -0.002 0.180 -0.119
H -2.18731 -0.14010 -1.08343 -0.008 -0.019 -0.112
H -2.57680 0.39789 0.52463 -0.088 -0.121 0.117
H -0.10608 2.39093 0.96800 0.271 0.038 -0.217
H -1.27448 1.45514 1.79869 -0.145 0.025 -0.045
F -5.29005 4.90074 0.03013 -0.006 0.128 -0.008
As -5.04393 3.18731 0.09794 -0.047 0.023 -0.030
F -4.79341 3.15140 -1.62338 0.075 0.001 -0.092
F -6.73812 2.92001 -0.13776 -0.108 -0.029 -0.018
F -4.77204 1.46962 0.15600 0.043 -0.113 0.013
F -5.27123 3.20733 1.81544 -0.005 0.002 0.124
F -3.33260 3.45472 0.33403 0.162 -0.028 -0.010